{
  "formula": "C11H20N6O2Sn",
  "method": "ωB97M-V/def2-TZVPD",
  "homo_lumo_gap_ev": 6.69,
  "total_charge": 2,
  "de_lowest_kcal_mol": 8.4,
  "e_homo_ev": -14.37,
  "elements": ["Sn", "C", "C", "C", "C", "C", "C", "H", "H", "H", "H", "H", "H", "N", "N", "C", "N", "N", "N", "O", "O", "H", "H", "H", "H", "H", "C", "C", "C", "C", "N", "H", "H", "H", "H", "H", "H", "H", "H", "H"],
  "positions_angstrom": [[-0.5479, -0.0794, -0.1863], [-1.7668, 2.0646, 2.5477], [-1.2973, 2.9301, 1.5782], [0.0587, 3.2790, 1.4426], [0.9469, 2.9496, 2.4587], [0.4966, 2.1040, 3.4638], [-0.8433, 1.6954, 3.5660], [-2.7671, 1.6389, 2.4374], [-2.0162, 3.4891, 0.9431], [0.4239, 3.7665, 0.5434], [1.9647, 3.4196, 2.4705], [1.1769, 1.8312, 4.2361], [-1.0813, 1.0596, 4.3873], [-2.1674, -1.9975, 0.0761], [-1.9242, -2.8349, 1.1544], [-0.6452, -2.8016, 1.6063], [-0.1880, -3.5947, 2.6036], [0.1018, -1.8494, 1.0104], [1.3967, -1.4938, 1.3193], [2.1711, -2.2065, 1.9472], [1.7592, -0.3484, 0.8538], [-3.0417, -1.4407, 0.0647], [-2.0717, -2.3513, -0.8815], [-2.5519, -3.5620, 1.5171], [-0.6068, -4.5334, 2.6385], [0.8301, -3.7419, 2.7051], [1.1739, 0.1606, -4.5509], [0.4436, 0.4484, -3.2351], [1.7178, -1.2761, -2.1858], [-0.3194, 1.7364, -3.2733], [0.5913, -0.3239, -2.2096], [1.6622, -0.8261, -4.5271], [1.8172, 1.0374, -4.8572], [0.4202, 0.0726, -5.4172], [2.6326, -0.6307, -2.0643], [1.8828, -2.0649, -3.0027], [1.6319, -1.9018, -1.3405], [-0.0385, 2.3295, -2.3957], [-1.3537, 1.5256, -3.2938], [-0.0714, 2.3207, -4.1504]]
}



{
  "formula": "C11H20NO3",
  "method": "ωB97M-V/def2-TZVPD",
  "homo_lumo_gap_ev": 10.62,
  "total_charge": 1,
  "de_lowest_kcal_mol": 35.7,
  "e_homo_ev": -13.70,
  "smiles": "CC(=O)[C@@]1(C(C)(C)C)C(=O)OCC[N@@H+]1C",
  "elements": ["C", "C", "O", "C", "C", "C", "C", "C", "C", "O", "O", "C", "C", "N", "C", "H", "H", "H", "H", "H", "H", "H", "H", "H", "H", "H", "H", "H", "H", "H", "H", "H", "H", "H", "H"],
  "positions_angstrom": [[2.7689, 0.0501, 0.1213], [1.7050, -0.8831, 0.6409], [1.9363, -1.8935, 1.2489], [0.0895, -0.5216, 0.3830], [-0.4183, -0.9180, -1.0790], [-1.8117, -1.4390, -1.1592], [0.4766, -2.1031, -1.5402], [-0.1978, 0.3569, -1.9592], [-0.5932, -1.4987, 1.3966], [-0.7895, -2.6390, 1.0857], [-0.9683, -1.0380, 2.5907], [-0.4752, 0.2161, 3.2647], [0.4670, 1.0466, 2.3458], [-0.0595, 0.8862, 0.9160], [-1.4068, 1.4723, 0.9060], [2.4024, 0.7875, -0.4652], [3.2989, -0.6536, -0.5024], [3.4636, 0.3412, 0.9647], [-1.9673, -2.3114, -0.4954], [-1.8078, -1.8018, -2.1120], [-2.6832, -0.7095, -1.0409], [0.1546, -2.4048, -2.6580], [1.4576, -1.6886, -1.7047], [0.4469, -3.0159, -1.0064], [-0.5909, 1.3701, -1.5573], [-0.9068, 0.2590, -2.8601], [0.8413, 0.6235, -2.3363], [0.0916, -0.0985, 4.1352], [-1.5357, 0.6175, 3.4417], [0.4875, 2.0995, 2.5587], [1.4114, 0.5924, 2.5401], [0.4263, 1.4868, 0.2201], [-2.2109, 0.7879, 1.4466], [-1.3858, 2.4585, 1.4800], [-1.8384, 1.6720, -0.1496]]
}



{
  "formula": "C11H21AsO4PS4W",
  "method": "ωB97M-V/def2-TZVPD",
  "homo_lumo_gap_ev": [5.82, 5.82],
  "total_charge": 1,
  "de_lowest_kcal_mol": 0.0,
  "e_homo_ev": [-11.56, -11.56],
  "elements": ["W", "O", "C", "O", "C", "O", "O", "S", "As", "S", "S", "S", "C", "C", "C", "P", "C", "C", "C", "C", "C", "C", "H", "H", "H", "H", "H", "H", "H", "H", "H", "H", "H", "H", "H", "H", "H", "H", "H", "H", "H", "H", "H"],
  "positions_angstrom": [[-0.3219, 2.4099, -0.6137], [2.7303, -0.4323, -4.5217], [3.2569, -1.5268, -4.3551], [3.5611, -2.6664, -4.2629], [3.3324, -1.9800, -1.4489], [2.8597, -0.9172, -1.1284], [3.8730, -2.9096, -1.8975], [1.4760, 2.0762, -1.9167], [0.6611, 4.4753, -2.1778], [0.2975, 4.4130, 0.1554], [-1.9757, 2.7077, -1.9772], [-1.0679, 5.6398, -2.4599], [1.6647, -1.8569, 1.3376], [1.1876, -0.3823, 1.4959], [2.2821, 0.7184, 1.4208], [-0.3933, 0.3456, 0.5970], [-1.5426, 0.4259, 2.0782], [-1.7949, -0.9396, 2.7871], [-2.7891, 1.3345, 1.7775], [-1.1235, -0.9274, -0.5443], [-0.5090, -0.6805, -2.0115], [-2.6673, -0.8438, -0.6777], [2.0922, -2.1306, 2.3211], [2.4543, -1.9167, 0.6379], [0.8498, -2.5549, 1.0930], [0.8670, -0.2260, 2.5347], [2.4962, 1.0658, 0.4122], [3.1679, 0.1820, 1.8740], [2.0311, 1.5562, 2.0921], [-0.9189, 1.0032, 2.7360], [-2.5112, -0.8349, 3.6282], [-0.8372, -1.2681, 3.2540], [-2.1711, -1.6970, 2.0629], [-3.7120, 0.7427, 1.8790], [-2.7008, 1.7912, 0.8014], [-2.8454, 2.1695, 2.5059], [-0.8404, -1.9282, -0.2532], [-0.8522, 0.2999, -2.3939], [-0.9078, -1.4626, -2.6719], [0.5623, -0.7079, -1.9758], [-3.1330, 0.0191, -0.2721], [-3.1394, -1.7383, -0.1987], [-2.9486, -0.8479, -1.7233]]
}



{
  "formula": "C11H21BrN2O4P",
  "method": "ωB97M-V/def2-TZVPD",
  "homo_lumo_gap_ev": 8.16,
  "total_charge": 1,
  "e_homo_ev": -12.60,
  "elements": ["C", "C", "C", "C", "C", "P", "O", "Br", "N", "C", "N", "C", "C", "H", "H", "H", "H", "H", "H", "H", "H", "H", "H", "H", "H", "H", "H", "H", "C", "O", "C", "O", "O", "C", "H", "H", "H", "H", "H", "H"],
  "positions_angstrom": [[0.6417, -0.6670, 1.3544], [1.5763, -0.3938, 0.4477], [1.9108, 1.0245, 0.1331], [3.4013, 1.4192, -0.1455], [3.1786, 2.8516, -0.5204], [4.3257, 4.2507, -0.1088], [5.5437, 3.8145, -1.0865], [3.2742, 5.8209, -1.2350], [2.0423, 2.9351, -1.1091], [1.2900, 1.6288, -1.1443], [-0.0942, 1.9241, -1.2445], [-0.7754, 2.4104, -0.0402], [-2.0573, 3.1720, -0.4068], [0.0437, -1.5693, 1.3260], [0.4838, 0.0306, 2.1719], [2.1255, -1.1982, -0.0347], [1.6401, 1.6123, 1.0174], [3.6610, 0.9396, -1.1009], [4.1470, 1.2125, 0.6144], [6.3239, 3.6277, -0.5415], [1.6041, 3.7785, -1.4710], [1.6244, 1.0568, -2.0146], [-0.5937, 1.1438, -1.6490], [-1.0429, 1.5804, 0.6203], [-0.1236, 3.0680, 0.5382], [-2.8076, 3.0216, 0.3669], [-2.4346, 2.8279, -1.3682], [-1.8590, 4.2417, -0.4716], [-0.8970, -5.1387, 0.0206], [-1.8195, -4.1962, 0.5783], [-3.0874, -4.6227, 0.5923], [-3.4711, -5.6846, 0.1862], [-3.8402, -3.6664, 1.1313], [-5.2339, -3.9950, 1.2132], [0.0812, -4.6687, 0.0734], [-0.8914, -6.0596, 0.5994], [-1.1465, -5.3537, -1.0163], [-5.3826, -4.8740, 1.8361], [-5.6441, -4.1695, 0.2211], [-5.7174, -3.1358, 1.6671]]
}



{
  "formula": "C11H21BrN3O",
  "method": "ωB97M-V/def2-TZVPD",
  "homo_lumo_gap_ev": 7.60,
  "total_charge": 1,
  "de_lowest_kcal_mol": 58.7,
  "e_homo_ev": -12.12,
  "smiles": "C=CC[C@H]1CNC[C@H](CC(=O)N(C)C)[N@H+]1Br",
  "elements": ["C", "C", "C", "C", "C", "N", "C", "C", "C", "C", "O", "N", "C", "C", "N", "Br", "H", "H", "H", "H", "H", "H", "H", "H", "H", "H", "H", "H", "H", "H", "H", "H", "H", "H", "H", "H", "H"],
  "positions_angstrom": [[-4.7305, -1.0798, -0.9352], [-3.5317, -1.1620, -1.5248], [-2.8248, 0.0069, -2.1641], [-1.8390, 0.7574, -1.2588], [-2.2299, 0.8548, 0.2075], [-1.4531, 1.8937, 0.8875], [-0.0474, 1.9027, 0.4608], [0.3857, 0.5469, -0.0627], [1.9127, 0.5259, -0.3221], [2.6144, -0.7064, 0.2355], [2.5585, -1.7903, -0.3098], [3.3067, -0.4599, 1.4686], [4.7017, -0.9667, 1.4063], [2.5595, -1.1180, 2.5575], [-0.3922, 0.2699, -1.3404], [-0.2029, -1.5662, -1.7875], [-5.1650, -1.9707, -0.5048], [-5.3093, -0.1680, -0.8834], [-3.0361, -2.1234, -1.5707], [-3.5837, 0.7412, -2.4365], [-2.3500, -0.2768, -3.1023], [-1.8006, 1.7829, -1.6262], [-3.2753, 1.1390, 0.2670], [-2.1224, -0.1049, 0.7041], [-1.8475, 2.7915, 0.6481], [0.1057, 2.6305, -0.3497], [0.6187, 2.2053, 1.2631], [0.1281, -0.2372, 0.6426], [2.1042, 0.5958, -1.3928], [2.3434, 1.3950, 0.1605], [5.3925, -0.1459, 1.5827], [4.8723, -1.7067, 2.1823], [4.9390, -1.4094, 0.4446], [2.4924, -2.1966, 2.3980], [1.5598, -0.6959, 2.6438], [3.0775, -0.9470, 3.4950], [0.0688, 0.7924, -2.0837]]
}



{
  "formula": "C11H21CaN4O6",
  "method": "ωB97M-V/def2-TZVPD",
  "homo_lumo_gap_ev": 10.01,
  "total_charge": 1,
  "de_lowest_kcal_mol": 28.8,
  "e_homo_ev": -12.32,
  "elements": ["Ca", "O", "C", "O", "C", "O", "C", "C", "O", "O", "H", "H", "H", "H", "H", "N", "C", "C", "N", "H", "H", "H", "H", "H", "H", "H", "H", "N", "C", "N", "C", "C", "O", "C", "C", "H", "H", "H", "H", "H", "H", "H", "H"],
  "positions_angstrom": [[0.2150, -0.4862, -1.2419], [-2.7626, -3.0445, -2.3782], [-1.8310, -2.3701, -1.7391], [-1.8152, -1.1532, -1.6661], [-0.7692, -3.2449, -1.1359], [-0.1298, -2.5252, -0.0941], [1.2652, -2.9055, 0.0788], [1.9393, -2.2091, -1.1164], [1.9895, -2.8290, -2.1847], [2.1468, -0.9660, -0.9611], [-3.4200, -2.4428, -2.7572], [-0.0542, -3.4741, -1.9382], [-1.2005, -4.1835, -0.7832], [1.3706, -3.9890, 0.0754], [1.5821, -2.4829, 1.0274], [0.4006, 1.6435, -2.1979], [1.1118, 1.4844, -3.4817], [0.4028, 0.4196, -4.3045], [0.4334, -0.8587, -3.5720], [-0.4945, 2.0911, -2.3691], [0.9209, 2.2608, -1.5836], [2.1343, 1.1632, -3.2730], [1.1583, 2.4154, -4.0510], [0.8600, 0.3503, -5.2938], [-0.6430, 0.7138, -4.4304], [1.3896, -1.2149, -3.5232], [-0.0734, -1.5621, -4.0981], [-0.1909, 0.6842, 0.6300], [-0.2441, 0.8187, 1.7823], [-0.3108, 0.9495, 3.0756], [0.8673, 1.3208, 3.8733], [0.7181, 2.7674, 4.3335], [-0.5058, 2.9531, 5.0176], [-1.6221, 2.6639, 4.1997], [-1.5925, 1.2076, 3.7495], [1.7703, 1.1870, 3.2809], [0.9015, 0.6635, 4.7434], [0.7699, 3.4382, 3.4650], [1.5111, 3.0245, 5.0328], [-1.6243, 3.3196, 3.3181], [-2.5105, 2.8622, 4.7961], [-2.4159, 0.9853, 3.0738], [-1.6484, 0.5541, 4.6212]]
}